# C2H7N3O

2 unconnected molecules or ions with the total composition C2H7N3O at a distorted geometry (the ωB97M-V functional and the def2-TZVPD basis, the Open Molecules 2025 dataset).

The geometry in ORCA input format:
```
! RIJCOSX wB97M-V def2-TZVPD def2/J DEFGRID3
* xyz 0 1
C -0.12936 0.83035 -1.74786
C -0.40402 -0.12732 1.77452
N -1.40159 -1.03580 -0.98292
N -0.50423 -0.48550 -1.41619
N 0.47109 -1.25931 1.36499
O 1.24227 -0.75822 0.30224
H -0.75888 1.45757 -2.39981
H 0.09683 1.32260 -0.76184
H 0.98951 0.62356 -2.01286
H -0.10291 0.27486 2.74894
H -0.10024 0.72705 0.97877
H -1.49323 -0.32755 1.72995
H 2.09474 -1.24227 0.42206
*
```

- Energy above the lowest of the compared OMol25 structures with the same formula, charge and spin: 680.9 kJ/mol
- Lowest unoccupied orbital energy (alpha / beta): 0.4 / 0.7 eV
- Kohn-Sham gap (alpha / beta): 7.187 / 9.767 eV
- Molecular weight: 89.1 g mol⁻¹
- Highest occupied orbital energy (alpha / beta): -6.83 / -9.09 eV

=====

# C19H52F2N4O11PS7

8 unconnected molecules or ions with the total composition C19H52F2N4O11PS7 at a distorted geometry (the ωB97M-V functional and the def2-TZVPD basis, the Open Molecules 2025 dataset).

The geometry in ORCA input format:
```
! RIJCOSX wB97M-V def2-TZVPD def2/J DEFGRID3
* xyz 1 1
C 0.29757 -3.33008 -0.23149
O 1.15593 -2.61075 -1.20015
C 1.26630 -1.27799 -0.65086
N 1.03658 -0.17423 -1.65161
C -0.09664 -0.11697 -2.41019
N -0.25886 1.02856 -3.33995
N -1.18231 -1.10836 -2.35739
P -2.47156 -0.64840 -1.23845
O -1.95201 -0.19455 0.14943
N 1.92194 0.89278 -1.84638
C 1.85375 1.88703 -0.74240
O 1.54024 3.06729 -1.06746
F 2.06621 1.58103 0.63911
C 3.30882 0.43556 -2.13376
O 3.66475 0.20729 -3.32244
F 4.23838 0.29015 -1.06047
H 0.66674 -3.19326 0.85964
H 0.28246 -4.46539 -0.41937
H -0.80152 -2.97972 -0.27034
H 0.47493 -1.13456 0.18433
H 2.30086 -1.21765 -0.12934
H -1.20833 0.99328 -3.77328
H 0.48898 1.01002 -4.05170
H -1.52436 -1.18299 -3.34205
H -3.31487 -1.80052 -1.02863
H -3.29502 0.44303 -1.72355
C -3.58253 4.10645 -2.95593
S -4.07059 2.85274 -4.15989
O -2.82268 2.38044 -4.85025
C -4.90927 3.98787 -5.28380
H -3.00026 3.62280 -2.16979
H -2.97236 4.87148 -3.43983
H -4.47485 4.55782 -2.51874
H -4.21307 4.75795 -5.62326
H -5.75522 4.44408 -4.77420
H -5.26870 3.42012 -6.14344
C 6.04069 0.71145 4.36614
S 4.81154 -0.18690 3.39596
O 5.15528 -1.64047 3.47263
C 5.35754 0.41720 1.78538
H 5.90789 0.45375 5.41688
H 7.04629 0.42945 4.04882
H 5.89369 1.78509 4.23729
H 6.40456 0.15499 1.62125
H 5.23022 1.50045 1.73844
H 4.74222 -0.05176 1.01860
C 4.05066 -5.63692 0.84220
S 2.59031 -5.82295 -0.20351
O 1.39347 -5.81810 0.69388
C 2.90840 -7.53878 -0.66856
H 4.03898 -4.63626 1.27718
H 4.03417 -6.37952 1.64196
H 4.95066 -5.75678 0.23629
H 2.96224 -8.16375 0.22480
H 3.84497 -7.59791 -1.22593
H 2.08927 -7.88241 -1.30185
C 0.93858 -0.34744 5.22016
S -0.22761 -0.83461 3.92936
O 0.52958 -1.63487 2.91488
C -0.45319 0.82301 3.24952
H 1.25275 -1.24295 5.75812
H 1.81098 0.13044 4.76960
H 0.45185 0.33817 5.91628
H 0.50778 1.22718 2.92456
H -0.89660 1.47095 4.00783
H -1.12649 0.75592 2.39295
C -9.49909 3.50019 -2.38083
S -8.61314 3.87641 -3.90855
O -7.16017 3.60166 -3.66489
C -8.84678 5.66508 -3.82636
H -9.44862 2.42419 -2.20857
H -9.03613 4.02341 -1.54210
H -10.54339 3.80111 -2.48141
H -8.42382 6.05466 -2.89837
H -9.91192 5.89641 -3.88037
H -8.33534 6.11961 -4.67617
C -6.31535 -3.00992 -3.92879
S -4.88410 -2.07658 -4.51051
O -4.29678 -1.37001 -3.32506
C -5.82235 -0.85721 -5.45450
H -5.96355 -3.81202 -3.27839
H -6.98482 -2.35557 -3.36737
H -6.84018 -3.44152 -4.78271
H -6.52189 -0.33504 -4.79883
H -6.36317 -1.35761 -6.25956
H -5.12179 -0.13829 -5.88239
C 8.95983 -0.18750 7.41460
S 7.70270 0.99815 7.93972
O 7.47777 1.94750 6.80429
C 8.73704 1.84312 9.15516
H 8.54057 -0.80567 6.61933
H 9.83757 0.34110 7.03797
H 9.23678 -0.82293 8.25776
H 9.62831 2.24657 8.67084
H 9.02127 1.14239 9.94224
H 8.16035 2.66035 9.59054
*
```

- Energy above the lowest of the compared OMol25 structures with the same formula, charge and spin: 329.4 kJ/mol
- Lowest unoccupied orbital energy: -3.7 eV
- Kohn-Sham gap: 6.510 eV
- Molecular weight: 806.1 g mol⁻¹
- Highest occupied orbital energy: -10.20 eV

=====

# CH2N2OS2

2 unconnected molecules or ions with the total composition CH2N2OS2 at a distorted geometry (the ωB97M-V functional and the def2-TZVPD basis, the Open Molecules 2025 dataset).

The geometry in ORCA input format:
```
! RIJCOSX wB97M-V def2-TZVPD def2/J DEFGRID3
* xyz 0 1
C 0.32653 1.48450 -0.36351
N 2.70096 0.68651 -0.74107
N 0.05568 0.27103 -0.09006
O 0.14466 2.62904 -0.45216
S 2.62934 -0.97995 -0.63443
S 3.36373 0.31082 0.78110
H 0.81717 -0.46756 -0.23353
H -0.81860 -0.06620 0.29902
*
```

- Energy above the lowest of the compared OMol25 structures with the same formula, charge and spin: 242.9 kJ/mol
- Lowest unoccupied orbital energy (alpha / beta): -0.3 / -0.3 eV
- Kohn-Sham gap (alpha / beta): 7.101 / 7.093 eV
- Molecular weight: 122.2 g mol⁻¹
- Highest occupied orbital energy (alpha / beta): -7.43 / -7.42 eV

=====

# C6H35ClGaN2O16S2

A molecular structure, C6H35ClGaN2O16S2 at a distorted geometry (the ωB97M-V functional and the def2-TZVPD basis, the Open Molecules 2025 dataset).

The geometry in ORCA input format:
```
! RIJCOSX wB97M-V def2-TZVPD def2/J DEFGRID3
* xyz -1 1
O 2.52377 -2.01313 3.81483
C 1.94148 -1.22228 3.14985
N 1.28547 -0.37452 2.58885
Ga 1.93440 -0.31216 0.74063
C 0.46052 -0.14550 -0.68154
C -0.59505 -1.36780 -0.66860
C -1.13755 -1.75712 0.74365
C -1.90526 -0.71045 1.61836
S -2.46858 0.87084 0.89991
O -3.60769 1.30666 1.74013
O -1.45907 1.92257 1.08257
Cl -3.22853 0.78813 -1.02457
N 3.26876 1.09583 0.41370
C 2.64534 2.11576 0.41713
S 1.85992 3.46717 0.93792
H 2.67239 -1.72327 0.45515
H -0.03128 0.86110 -0.72814
H 0.99714 -0.26179 -1.67547
H 0.02136 -2.26636 -1.02686
H -1.37886 -1.25531 -1.47701
H -1.80350 -2.66013 0.61079
H -0.26188 -2.14431 1.34272
H -2.82297 -1.23096 2.06345
H -1.26996 -0.45050 2.51698
O 1.35613 -4.04273 -1.80052
H 1.27699 -4.83820 -1.26182
H 1.58655 -4.37519 -2.67598
O -4.96579 -1.80801 -3.05923
H -4.95582 -1.53909 -3.98461
H -4.53798 -1.07573 -2.59915
O -1.01853 -4.92216 0.45952
H -1.09826 -5.72152 0.99335
H -0.79386 -5.24751 -0.41999
O -5.02806 -1.79113 2.13520
H -5.55068 -2.58193 2.31907
H -5.57479 -1.06448 2.45628
O 2.99052 4.68582 -2.38355
H 2.89480 4.33184 -1.48877
H 2.34343 5.39792 -2.42254
O 4.04655 2.34994 -3.84633
H 3.69494 3.01127 -3.23305
H 4.12777 2.82694 -4.67879
O 5.64568 1.98754 -1.03008
H 5.88823 1.73157 -1.92909
H 4.88133 1.42511 -0.82345
O -0.19439 -3.13651 5.56556
H 0.50892 -2.96669 4.92414
H 0.27821 -3.35982 6.37457
O -2.22242 3.64891 -2.36084
H -2.74770 2.85980 -2.17167
H -2.76906 4.37587 -2.04294
O -4.63781 -4.41107 2.75782
H -3.95026 -4.22757 2.10490
H -4.14769 -4.64466 3.55427
O 1.53322 3.31188 4.54150
H 1.74050 2.57030 3.95817
H 0.57071 3.30984 4.58631
O -2.46818 2.05327 -4.78789
H -2.46659 2.31670 -5.71434
H -2.03887 2.79200 -4.33134
O 6.41407 4.76680 -2.01172
H 5.88660 3.97637 -1.82616
H 5.86121 5.49180 -1.70124
*
```

- Lowest unoccupied orbital energy: 1.7 eV
- Kohn-Sham gap: 7.601 eV
- Molecular weight: 560.7 g mol⁻¹
- Highest occupied orbital energy: -5.92 eV

=====

# H4O2

2 unconnected molecules or ions with the total composition H4O2 at a distorted geometry (the ωB97M-V functional and the def2-TZVPD basis, the Open Molecules 2025 dataset).

The geometry in ORCA input format:
```
! RIJCOSX wB97M-V def2-TZVPD def2/J DEFGRID3
* xyz 0 1
H 0.13943 -0.58613 0.10770
H -0.40308 -2.01052 0.47500
H -0.15754 1.45995 -1.01472
H 0.44863 1.38394 0.51970
O 0.30785 -1.53576 -0.00679
O -0.33529 1.28852 -0.08089
*
```

- Energy above the lowest of the compared OMol25 structures with the same formula, charge and spin: 16.0 kJ/mol
- Lowest unoccupied orbital energy: 0.8 eV
- Kohn-Sham gap: 11.819 eV
- Molecular weight: 36.0 g mol⁻¹
- SMILES string: O.O
- Highest occupied orbital energy: -11.06 eV

=====

# C20H52FGaNO13S4

A molecular structure, C20H52FGaNO13S4 at a distorted geometry (the ωB97M-V functional and the def2-TZVPD basis, the Open Molecules 2025 dataset).

The geometry in ORCA input format:
```
! RIJCOSX wB97M-V def2-TZVPD def2/J DEFGRID3
* xyz -1 1
C -4.01942 -0.26302 -0.42958
C -2.39072 -0.48657 -0.65479
N -1.66245 -0.01080 0.58279
Ga -0.38718 -1.37216 1.12015
F 0.16548 -2.34708 -0.47223
C -1.30509 -2.73697 2.37188
C -1.95910 -3.98791 1.48633
C 1.33106 -0.50576 1.87520
C 1.71406 0.95568 1.23810
C 1.54056 1.07417 -0.38758
O 2.74962 0.50206 -0.99952
C 2.44980 -0.26055 -2.22139
H -4.57819 -0.69573 -1.36807
H -4.37620 -0.77507 0.56399
H -4.18887 0.90655 -0.37251
H -2.26259 -1.64486 -0.87678
H -1.99289 0.12506 -1.58860
H -2.33064 0.22571 1.36658
H -0.58775 -3.10099 3.22194
H -2.22823 -2.18334 2.86336
H -1.15610 -4.38134 0.70073
H -2.86982 -3.56139 0.87572
H -2.29002 -4.88543 2.19611
H 1.14315 -0.35188 3.04275
H 2.26349 -1.24695 1.79590
H 2.87477 1.11983 1.46229
H 1.14262 1.86894 1.73508
H 1.55746 2.24101 -0.63814
H 0.52772 0.67236 -0.81374
H 3.31702 -0.11533 -3.02718
H 2.44056 -1.40934 -1.89933
H 1.44764 0.08447 -2.72319
O -6.31798 -2.67527 -3.70419
S -5.71886 -3.93091 -4.10973
O -5.30493 -4.93116 -3.14980
O -4.47251 -3.61878 -5.11434
C -3.42658 -2.77246 -4.65667
C -2.53717 -3.48148 -3.65168
C -6.78533 -4.71023 -5.29543
H -3.83455 -1.84473 -4.24052
H -2.82680 -2.49655 -5.53036
H -3.08570 -3.71567 -2.73544
H -1.68193 -2.85666 -3.37895
H -2.17226 -4.42863 -4.06131
H -7.08439 -3.97733 -6.04683
H -7.66309 -5.07844 -4.76013
H -6.25428 -5.54678 -5.75345
O 1.14912 -1.72389 6.57118
S -0.19707 -1.19003 6.51813
O -0.63567 -0.31392 5.45353
O -0.54233 -0.49060 7.95048
C 0.31043 0.54246 8.42511
C 0.09875 1.83470 7.65761
C -1.34576 -2.53829 6.63342
H 1.35857 0.22577 8.38771
H 0.06235 0.70946 9.47858
H 0.39866 1.72628 6.61189
H 0.68816 2.64718 8.09200
H -0.95875 2.11708 7.66324
H -1.04830 -3.19541 7.45249
H -1.31541 -3.08149 5.68653
H -2.34766 -2.13697 6.79697
O -0.98047 2.31027 -7.52110
S -0.12009 1.14608 -7.45432
O -0.23021 0.16809 -6.39378
O 1.43283 1.63289 -7.56140
C 1.91533 2.57769 -6.61576
C 2.12970 1.94189 -5.25431
C -0.20432 0.29001 -9.00694
H 1.24003 3.43790 -6.55018
H 2.87488 2.94994 -6.98981
H 1.18210 1.61551 -4.81756
H 2.59072 2.65115 -4.56103
H 2.76869 1.05724 -5.33879
H -0.09235 1.00871 -9.82065
H -1.18131 -0.19435 -9.06582
H 0.58426 -0.46414 -9.03881
O 3.23606 3.02613 3.58532
S 4.62278 3.29521 3.90881
O 5.04539 3.65263 5.24559
O 5.20213 4.40232 2.86061
C 4.53551 5.65308 2.75620
C 4.81609 6.53481 3.95935
C 5.60753 1.92174 3.36618
H 3.45914 5.50639 2.61402
H 4.91424 6.14833 1.85592
H 4.39404 6.10411 4.87127
H 4.37861 7.52821 3.82519
H 5.89414 6.63706 4.11874
H 5.32388 1.65630 2.34624
H 5.41017 1.08555 4.04028
H 6.66203 2.19872 3.42025
*
```

- Lowest unoccupied orbital energy: 1.9 eV
- Kohn-Sham gap: 6.046 eV
- Molecular weight: 731.6 g mol⁻¹
- Highest occupied orbital energy: -4.10 eV

=====

| no. | E_tot (a.u.) |
| --- | --- |
| 1 | -319.690426 |
| 2 | -5129.630772 |
| 3 | -1020.299792 |
| 4 | -4744.377707 |
| 5 | -152.868843 |
| 6 | -5443.376839 |